A molecular structure, C22H20B3Ba2Br10O24 in a non-equilibrium geometry, computed with ωB97M-V with the def2-TZVPD basis set.

Atoms and positions in Å:
Ba 2.1192 -0.4936 22.9051
Ba 1.9617 9.1354 20.9963
O -2.7400 6.4812 21.4606
C -1.7710 5.8184 21.6420
O -1.7057 4.5008 21.8304
B -0.2954 4.1280 22.0324
O 0.4870 5.3359 21.8909
C -0.3279 6.3365 21.6838
O 0.0344 7.4588 21.4543
O 0.0792 3.0685 21.0621
C 0.3735 1.9644 21.6655
O 0.6423 0.8886 21.2054
C 0.3810 2.2883 23.1826
O -0.0790 3.4873 23.3550
O 0.7319 1.5165 24.0493
O 6.0920 1.7599 20.1917
C 5.0539 2.1964 19.8180
O 4.8310 3.3485 19.1930
B 3.3750 3.5606 19.1181
O 2.7638 2.2843 19.5201
C 3.6821 1.5252 20.0696
O 3.5085 0.4962 20.6682
O 3.0143 4.6824 20.0471
C 2.5604 5.6472 19.3435
O 2.2933 6.7471 19.7933
C 2.4593 5.2300 17.8557
O 2.9363 4.0016 17.8080
O 2.0881 5.9054 16.9655
O 2.5822 7.3267 26.3353
C 2.9617 6.5963 25.4758
O 3.7988 5.5694 25.5717
B 3.9057 4.9030 24.2723
O 3.3225 5.8910 23.2895
C 2.7126 6.8183 23.9674
O 2.0870 7.7408 23.5017
O 5.3020 4.6793 23.8998
C 5.4684 3.4064 23.5552
O 6.4796 2.8826 23.2240
C 4.1019 2.7071 23.7830
O 3.2541 3.5823 24.2350
O 3.9243 1.5264 23.5935
Br -5.3592 7.8915 18.5026
C -5.3562 8.6435 20.3100
C -5.4103 7.5410 21.2936
Br -5.3169 8.4223 23.0767
H -6.2158 9.3067 20.3502
H -4.4897 9.2937 20.3664
H -4.5357 6.9044 21.3083
H -6.3392 6.9874 21.2570
Br -1.5548 -0.1077 16.9452
C -1.1313 -1.1489 18.5248
C 0.2506 -1.7601 18.4083
Br 0.8082 -2.2493 20.2564
H -1.9217 -1.8590 18.7435
H -1.1059 -0.4465 19.3548
H 0.9589 -1.0490 18.0019
H 0.2732 -2.7340 17.9366
Br -1.8328 1.3051 25.9789
C -2.2245 2.8639 24.8921
C -3.6463 3.2686 25.1297
Br -4.0739 4.8547 24.0206
H -1.9460 2.6429 23.8658
H -1.5417 3.6549 25.1997
H -3.7721 3.6776 26.1252
H -4.4103 2.5402 24.8933
Br -5.3291 0.1593 19.4089
C -4.0470 1.6231 19.5980
C -3.2951 1.6677 20.8919
Br -2.8536 -0.0667 21.6884
H -4.5848 2.5530 19.4214
H -3.4186 1.4799 18.7238
H -3.7575 2.2264 21.6949
H -2.3457 2.1429 20.6484
Br -0.8007 7.9171 27.0679
C -1.5196 7.0936 25.4734
C -2.2211 8.0749 24.5513
Br -1.0003 9.4932 24.0087
H -2.1583 6.2504 25.7218
H -0.6616 6.6571 24.9516
H -3.0155 8.5610 25.1081
H -2.6181 7.5447 23.6940

- DFT total energy: -776135.804 eV
- Frontier orbital gap: 7.742 eV
- Net charge: +1
- Relative energy (zero: lowest compared OMol25 entry of this formula, charge and spin): 1.3017 eV

---

A molecular structure, C22H20BBr24F13O2S in a non-equilibrium geometry, computed with ωB97M-V with the def2-TZVPD basis set.

Atoms and positions in Å:
O 0.8587 -1.6389 0.2838
C 1.4455 -1.5925 -0.8485
O 0.9738 -2.1279 -1.8956
B 2.8432 -0.7244 -0.9721
C 2.5271 0.8372 -1.3565
C 1.4049 1.4875 -0.5382
C 0.7263 2.6271 -1.2570
F 0.3259 3.6633 -0.4579
F 1.6074 3.2121 -2.1248
C -0.4637 2.1991 -2.1734
F -0.7062 3.2282 -3.0310
F -0.0983 1.1365 -2.8886
C -1.8985 1.9522 -1.5796
F -2.6710 1.7714 -2.6754
F -2.3315 3.0735 -1.0062
C -2.1988 0.6822 -0.6880
F -3.4120 0.2211 -1.0592
F -1.3408 -0.2605 -0.9195
S -2.3447 0.9948 1.2066
F -3.4397 -0.1643 1.3561
F -3.5320 2.0242 0.9091
F -1.2785 2.1621 1.1219
F -1.2335 -0.0329 1.5509
F -2.5333 1.3212 2.7511
C 3.8405 -0.8848 0.3546
C 3.9646 -2.3162 0.7241
C 4.5188 -3.2345 -0.1976
C 4.6299 -4.5976 0.1032
C 4.1589 -5.0913 1.3354
C 3.6017 -4.1848 2.2485
C 3.5115 -2.8247 1.9538
H 3.4976 -1.1730 -1.9357
H 2.2841 0.8388 -2.4119
H 3.4233 1.4515 -1.2357
H 1.8540 1.9383 0.3482
H 0.6955 0.7539 -0.1806
H 3.4483 -0.3181 1.2027
H 4.8345 -0.5166 0.0887
H 4.8364 -2.8514 -1.1539
H 5.0287 -5.2977 -0.6201
H 4.1854 -6.1449 1.5717
H 3.2083 -4.5485 3.1724
H 3.0577 -2.1353 2.6515
C -0.3914 -5.4165 4.0743
Br 0.1069 -7.2811 4.0513
Br -0.8325 -4.8497 5.8773
Br 0.9233 -4.3164 3.2316
H -1.3012 -5.3300 3.5026
C -3.5391 6.6093 -0.3771
Br -1.7692 5.8903 -0.3781
Br -3.9242 7.5901 -1.9910
Br -4.8716 5.2539 -0.0486
H -3.6160 7.3097 0.4381
C -6.4174 8.8823 1.4910
Br -4.6023 9.5156 1.5032
Br -7.3220 9.3048 3.1341
Br -7.3780 9.5327 -0.0383
H -6.3782 7.8045 1.4112
C 2.7661 -0.4086 5.9443
Br 4.4399 -1.2985 6.2918
Br 2.7536 0.4282 4.2209
Br 1.2822 -1.6139 6.1467
H 2.6576 0.3653 6.6881
C -3.6156 -2.8821 1.4604
Br -5.3647 -3.5028 0.9156
Br -3.1385 -3.5137 3.2136
Br -2.2465 -3.3165 0.1964
H -3.6661 -1.8041 1.5185
C 0.3162 -1.7334 -5.1634
Br 0.4729 -3.5616 -4.6128
Br 1.8883 -0.7372 -4.7732
Br -0.1885 -1.6037 -7.0401
H -0.4924 -1.2968 -4.5955
C 6.9420 -2.0082 -4.2180
Br 7.0441 -0.2750 -3.3884
Br 6.2354 -3.3088 -3.0031
Br 5.9320 -1.9384 -5.8570
H 7.9478 -2.2990 -4.4774
C -6.3822 0.1376 -1.4636
Br -7.6680 -1.2773 -1.6805
Br -6.9189 1.7229 -2.4137
Br -6.0401 0.5104 0.3837
H -5.4537 -0.1993 -1.9024

- DFT total energy: -1755088.437 eV
- Frontier orbital gap: 3.018 eV
- Net charge: -2

---

A molecular structure, C22H20ClLaN2O2, computed with ωB97M-V with the def2-TZVPD basis set.

Atoms and positions in Å:
La -0.4405 -0.0648 -0.5896
C -2.9423 0.4073 2.3348
C -3.0049 0.2344 0.8431
C -2.9980 1.3447 -0.0087
C -3.0839 1.2078 -1.4018
C -3.0866 2.4228 -2.2859
C -3.1423 -0.0847 -1.9416
C -3.1549 -1.2259 -1.1270
C -3.2673 -2.6002 -1.7282
C -3.0491 -1.0444 0.2599
H -2.0082 0.8814 2.6473
H -3.0383 -0.5445 2.8524
H -3.7479 1.0616 2.6689
H -2.9513 2.3386 0.4228
H -2.0902 2.8704 -2.3421
H -3.7480 3.1876 -1.8810
H -3.4114 2.1800 -3.2951
H -3.2228 -0.2029 -3.0174
H -2.3669 -2.8752 -2.2829
H -4.0983 -2.6321 -2.4323
H -3.4402 -3.3542 -0.9631
H -3.0693 -1.9149 0.9083
N 4.7668 -5.8778 -1.0842
C 3.9257 -5.0995 -1.1402
C 2.8709 -4.1254 -1.2109
C 2.9136 -3.1179 -2.1705
C 1.8754 -2.2088 -2.1959
N 0.8459 -2.2536 -1.3381
C 0.8229 -3.2247 -0.4124
C 1.8065 -4.1882 -0.3164
H 3.7290 -3.0508 -2.8759
H 1.8630 -1.4192 -2.9391
H -0.0258 -3.2401 0.2656
H 1.7484 -4.9629 0.4343
Cl 5.0031 5.0597 3.6959
C 3.9058 4.0382 2.8573
C 4.0367 2.6573 2.9850
C 3.1575 1.8392 2.3093
C 2.1550 2.4014 1.5116
C 2.0397 3.7921 1.3929
C 2.9160 4.6165 2.0660
C 1.2325 1.5455 0.8054
O 0.2823 2.0337 0.0686
O 1.3128 0.2555 0.8775
H 4.8216 2.2560 3.6094
H 3.2458 0.7656 2.4020
H 1.2662 4.2239 0.7733
H 2.8454 5.6914 1.9885

- DFT total energy: -43584.225 eV
- Frontier orbital gap: 6.726 eV
- Net charge: +2

---

A single C22H20F2N2O2 molecule in a non-equilibrium geometry, computed with ωB97M-V with the def2-TZVPD basis set.

Atoms and positions in Å:
N -5.1403 -6.1043 -1.6980
C -4.3696 -5.3794 -1.2040
C -3.5354 -4.4286 -0.5639
C -3.8423 -3.0530 -0.6790
C -3.0737 -2.1127 -0.0684
C -2.0093 -2.4714 0.6900
C -1.7128 -3.7957 0.9041
C -2.4646 -4.7863 0.2629
C -0.6073 -4.1513 1.8117
O -0.3111 -5.3096 2.0714
C 0.1176 -3.0270 2.5468
C 0.0683 -1.7240 1.7383
C 0.5084 -0.5702 2.6373
C 0.4910 0.7797 1.9159
N 1.3641 0.6628 0.7591
C 1.7759 1.9477 0.1190
C 0.6153 2.6902 -0.5866
C 1.1174 3.8122 -1.4214
C 1.3569 5.0897 -0.8848
C 1.9021 6.1447 -1.6677
C 2.2352 5.8602 -3.0093
F 2.8710 6.7477 -3.7876
C 1.9636 4.6076 -3.5635
C 1.3526 3.6113 -2.7946
F 1.0693 2.4167 -3.3857
C 1.1615 -0.4382 -0.2366
C 1.0222 -1.8107 0.5047
O -1.3054 -1.4454 1.2800
H -4.7009 -2.7433 -1.3160
H -3.2491 -1.0541 -0.2375
H -2.1870 -5.8130 0.3817
H 1.1243 -3.4077 2.7123
H -0.3182 -2.8305 3.5073
H -0.0995 -0.5661 3.5271
H 1.5577 -0.7742 2.9687
H -0.5474 1.0691 1.6154
H 0.8226 1.5692 2.5784
H 2.1115 2.6191 0.9104
H 2.5887 1.7107 -0.5719
H 0.0246 1.9625 -1.1794
H -0.0654 3.1003 0.1830
H 1.1207 5.3326 0.1509
H 2.0524 7.1167 -1.2891
H 2.2115 4.3793 -4.5964
H 0.2736 -0.2545 -0.8612
H 1.9935 -0.4974 -0.8971
H 0.6576 -2.5961 -0.1545
H 2.0081 -2.0854 0.8780

- SMILES: N#Cc1ccc2c(c1)C(=O)CC1(CCN(CCc3ccc(F)cc3F)CC1)O2
- DFT total energy: -35648.299 eV
- Frontier orbital gap: 8.159 eV
- Net charge: 0

---

A molecular structure, C22H20MnN5O2S, computed with ωB97M-V with the def2-TZVPD basis set.

Atoms and positions in Å:
Mn -0.0981 0.7403 0.4429
O -2.6381 1.0048 -2.5228
C -2.2795 1.1889 -1.3687
N -1.9486 0.2584 -0.4398
C -2.2718 -1.0620 -0.5928
O -3.1745 -1.5433 -1.2387
C -1.3356 -1.9828 0.1757
C -1.5573 -3.3482 0.1379
C -0.6679 -4.1888 0.7855
C 0.4215 -3.6339 1.4408
C 0.5724 -2.2592 1.4324
N -0.2888 -1.4423 0.8189
C -2.0155 2.6023 -0.8938
C -2.6607 3.6630 -1.5014
C -2.3948 4.9463 -1.0538
C -1.4754 5.1203 -0.0311
C -0.8558 4.0042 0.5023
N -1.1191 2.7618 0.0924
H -2.4204 -3.7121 -0.4010
H -0.8183 -5.2602 0.7790
H 1.1424 -4.2523 1.9569
H 1.4058 -1.7854 1.9334
H -3.3522 3.4585 -2.3061
H -2.8912 5.7987 -1.4973
H -1.2328 6.1027 0.3476
H -0.1203 4.1148 1.2891
C 2.9305 1.2726 1.9764
C 3.0333 0.2986 2.9563
C 1.9612 0.0385 3.8056
C 0.7803 0.7506 3.6727
C 0.6794 1.7516 2.7061
C 1.7585 2.0180 1.8576
H 3.7653 1.4772 1.3200
H 3.9566 -0.2550 3.0676
H 2.0520 -0.7163 4.5757
H -0.0535 0.5583 4.3346
H -0.2166 2.3610 2.6687
H 1.7140 2.8215 1.1305
C 2.5487 -2.2745 -1.7587
N 1.2545 -1.9578 -2.3390
C 0.4385 -2.8375 -3.0282
C -0.6575 -2.1481 -3.4069
N -0.4885 -0.8587 -2.9571
C 0.6744 -0.7446 -2.2956
S 1.3540 0.6594 -1.5669
H 2.7333 -3.3363 -1.8945
H 2.5449 -2.0324 -0.6975
H 3.3309 -1.6988 -2.2488
H 0.7169 -3.8633 -3.1883
H -1.5408 -2.4542 -3.9368
H -1.1956 -0.1244 -3.0408

- DFT total energy: -76837.819 eV
- Frontier orbital gap (spin up / spin down): 8.297 / 8.554 eV
- Multiplicity: 6
- Net charge: +1
- Relative energy (zero: lowest compared OMol25 entry of this formula, charge and spin): 0.0000 eV

---

A single C22H20N2O4 molecule, computed with ωB97M-V with the def2-TZVPD basis set.

Atoms and positions in Å:
C 3.1973 2.5574 1.5588
C 3.6427 1.1378 1.7312
C 4.5254 0.7930 2.6703
C 5.0447 -0.6031 2.8729
C 5.0950 -0.9386 4.3684
C 6.4568 -0.7144 2.2640
N 4.1456 -1.5438 2.2307
C 3.3783 -1.2372 1.1500
C 2.8212 -2.2485 0.3643
C 2.0008 -1.9456 -0.7031
C 1.7294 -0.6175 -0.9972
O 0.9485 -0.2964 -2.1140
C -0.3617 -0.1005 -1.9970
O -1.0303 0.2121 -2.9403
C -0.9599 -0.3037 -0.5962
N -2.3625 0.0013 -0.6353
C -3.3264 -0.9152 -1.0408
O -3.1252 -2.0890 -1.2126
C -4.5811 -0.1335 -1.1483
C -5.8569 -0.5260 -1.4938
C -6.8493 0.4495 -1.5183
C -6.5656 1.7690 -1.2028
C -5.2783 2.1642 -0.8510
C -4.2947 1.1980 -0.8304
C -2.8504 1.2968 -0.5151
O -2.1892 2.2477 -0.1857
C 2.2613 0.4023 -0.2228
C 3.0831 0.1116 0.8565
H 3.6421 3.1899 2.3223
H 2.1136 2.6313 1.6317
H 3.4988 2.9327 0.5819
H 4.9495 1.5390 3.3260
H 5.7595 -0.2534 4.8874
H 4.1006 -0.8580 4.8008
H 5.4595 -1.9528 4.5180
H 7.1248 0.0098 2.7222
H 6.4129 -0.5191 1.1945
H 6.8621 -1.7120 2.4226
H 4.3896 -2.5160 2.3465
H 3.0412 -3.2800 0.5975
H 1.5797 -2.7267 -1.3167
H -0.8270 -1.3457 -0.2907
H -0.4706 0.3624 0.1198
H -6.0702 -1.5545 -1.7398
H -7.8573 0.1738 -1.7902
H -7.3562 2.5038 -1.2329
H -5.0499 3.1897 -0.6061
H 2.0295 1.4231 -0.4813

- SMILES: CC1=CC(C)(C)Nc2ccc(OC(=O)CN3C(=O)c4ccccc4C3=O)cc21
- DFT total energy: -34310.376 eV
- Frontier orbital gap: 7.416 eV
- Net charge: 0
- Relative energy (zero: lowest compared OMol25 entry of this formula, charge and spin): 0.0000 eV

---

A gas-phase ion, C22H20N2O5P (charge -1) in a non-equilibrium geometry, computed with ωB97M-V with the def2-TZVPD basis set.

Atoms and positions in Å:
O -2.6875 -5.0572 -2.2212
C -2.1356 -3.9413 -2.2941
N -1.6494 -3.3832 -3.4970
C -1.3559 -4.0915 -4.6578
C -1.1528 -5.5459 -4.7982
C -0.8216 -6.0563 -6.1065
C -0.5737 -5.1789 -7.2380
C -0.6584 -3.8136 -6.9516
C -1.1444 -3.2850 -5.7285
N -2.4649 -3.1897 -1.2134
C -1.6402 -2.2265 -0.6177
C -0.3880 -1.8380 -1.0424
C 0.3791 -0.8569 -0.3732
C -0.0414 -0.5068 0.8880
C 0.5772 0.6256 1.6294
C 1.0686 1.6806 0.8163
C 1.2568 2.9546 1.4341
C 1.0683 3.0078 2.8271
C 1.0510 4.3586 3.3503
C 2.4562 4.9062 3.3897
C 2.4467 6.2230 4.0650
O 2.3551 6.0266 5.5117
P 1.1631 5.0797 6.0003
O 1.7031 4.0802 7.0408
O 0.2156 5.9004 6.7760
O 0.4432 4.2129 4.6956
C 0.8944 1.8322 3.5864
C 0.5556 0.6454 3.0333
C -1.3294 -0.8599 1.2694
C -2.1786 -1.6179 0.4754
H -1.5964 -2.3762 -3.4655
H -1.1566 -6.2354 -3.9621
H -0.7934 -7.1008 -6.2381
H -0.1643 -5.7180 -8.1237
H -0.5330 -3.0281 -7.8155
H -1.2236 -2.2455 -5.5380
H -3.1160 -3.6747 -0.6774
H 0.0393 -2.1624 -1.9885
H 1.2359 -0.3786 -0.6826
H 1.1487 1.7649 -0.2786
H 1.4535 3.7905 0.7727
H 0.4020 5.0230 2.8576
H 2.6512 4.9510 2.2854
H 3.1523 4.2332 3.8070
H 1.5319 6.6938 3.8153
H 3.4051 6.7405 3.7555
H 0.8131 1.9720 4.6935
H 0.0971 -0.1169 3.5854
H -1.5803 -0.4530 2.2902
H -3.1788 -1.7645 0.8582

- SMILES: O=C(Nc1ccccc1)Nc1ccc(-c2ccc([C@@H]3CCO[P@@](=O)([O-])O3)cc2)cc1
- DFT total energy: -45646.885 eV
- Frontier orbital gap: 5.793 eV
- Net charge: -1
- Relative energy (zero: lowest compared OMol25 entry of this formula, charge and spin): 3.6345 eV

---

A molecular structure, C22H20N2O6S in a non-equilibrium geometry, computed with ωB97M-V with the def2-TZVPD basis set.

Atoms and positions in Å:
C 1.7692 0.5894 4.0849
H 1.9006 1.5820 3.3771
O 2.7672 -0.3426 3.5862
C 2.7143 -0.8850 2.5032
C 3.7618 -1.7469 2.3295
C 3.6299 -2.5454 1.0835
C 2.5867 -2.2649 0.1878
C 1.9001 -1.2022 0.2951
C 1.8949 -0.6076 1.5560
H 1.0281 0.2201 1.7483
N 0.8082 -1.0215 -0.7048
S -0.6508 -0.9546 0.0494
O -1.6390 -1.0851 -0.8549
O -1.0495 0.3460 0.6305
C -0.6183 -2.0943 1.3333
C -1.0946 -1.9262 2.7200
C -1.0085 -2.7397 3.7155
C -0.6268 -4.1515 3.3039
C -0.2680 -4.3846 1.7505
C -0.4800 -3.5337 0.9292
H -0.1158 -3.6377 -0.0778
H -0.1116 -5.6355 1.6263
H -0.5060 -4.9862 3.8993
H -1.2407 -2.7531 4.6491
H -1.0305 -0.8198 2.7344
C 0.8484 -1.0728 -2.0651
H 0.3890 -1.9741 -2.1382
H 1.9721 -1.1775 -2.4290
C 0.1070 -0.1469 -2.7889
O 0.0013 -0.2347 -4.0500
N -0.1464 1.0131 -2.3086
C -0.8457 2.1712 -2.6599
C -1.2040 2.3365 -4.0909
C -1.9250 3.5039 -4.3683
C -2.4391 4.2994 -3.4572
C -2.2282 3.9600 -2.3525
C -1.3467 3.0823 -1.7550
H -1.5796 2.6778 -0.6614
O -2.8308 5.0046 -1.4652
C -3.4606 5.7038 -2.4123
O -3.3813 5.4522 -3.6623
H -3.1885 6.6765 -2.2366
H -4.5320 5.8631 -2.1143
H -2.1330 3.6431 -5.3862
H -0.6557 1.5787 -4.7515
H -0.1820 1.1821 -1.2447
H 2.6368 -2.6033 -0.8930
H 4.2944 -3.1287 0.7915
H 4.4962 -2.1815 2.8714
H 2.1340 0.7182 5.1610
H 0.8786 0.2337 4.0113

- DFT total energy: -49221.023 eV
- Frontier orbital gap: 6.984 eV
- Net charge: 0
- Relative energy (zero: lowest compared OMol25 entry of this formula, charge and spin): 17.8969 eV